Run i
# C23H26N4O2

An isolated molecule of C23H26N4O2 (ωB97M-V/def2-TZVPD, the Open Molecules 2025 dataset).

Output
- Highest occupied orbital energy: -7.82 eV
- Molar mass: 390.487 u
- Structure (SMILES): COc1cccc(N2CCN(C(=O)c3c(C)nn(-c4ccccc4)c3C)CC2)c1

Structure (XYZ):
```
55
C23H26N4O2 | the Open Molecules 2025 dataset | ωB97M-V/def2-TZVPD
H -7.97 2.57 -1.36
H -2.03 0.13 3.87
H 7.18 -1.24 -1.32
H -3.51 -0.66 -2.25
N 2.77 -0.83 -0.33
C 5.10 -1.12 -0.85
H -2.14 -1.77 -1.98
H -5.68 -1.02 -1.16
C -4.87 0.66 -0.10
H 1.84 1.00 -0.66
C -5.80 0.02 -0.91
C -7.10 2.04 -1.00
H -6.34 3.70 0.12
H -3.78 -2.29 -1.61
H 4.24 3.81 0.08
H 2.31 -2.01 1.35
N -3.73 0.01 0.39
H -7.63 0.21 -1.99
C 6.39 -0.62 -0.94
C 4.07 -0.32 -0.36
C -2.22 -0.43 1.83
O -0.88 -3.28 1.17
H 3.40 -2.76 0.16
C 1.64 0.05 -0.16
C -0.85 -2.22 0.57
C 5.65 1.49 -0.05
C -1.45 -0.38 3.10
H 7.67 1.08 -0.61
H 1.51 -2.95 -1.45
C 5.04 3.62 0.81
C 1.31 -2.77 -0.39
H 3.57 1.60 0.46
H -0.47 0.05 -0.67
C 6.67 0.68 -0.55
H -0.51 0.16 2.96
C 0.41 -0.59 -0.82
H 0.60 -0.69 -1.90
N -3.28 0.31 1.62
H 5.56 4.56 1.02
C -3.11 -1.43 -1.60
H 4.90 -2.12 -1.19
C -5.07 1.99 0.28
C -1.93 -1.22 0.70
O 6.01 2.75 0.31
C 2.52 -2.12 0.27
C -6.19 2.67 -0.18
H -1.22 -1.39 3.43
N 0.17 -1.90 -0.27
C -6.91 0.71 -1.36
C 4.36 0.98 0.05
H 1.06 -3.72 0.10
C -2.93 -0.92 -0.21
H 4.59 3.24 1.74
H -4.35 2.46 0.93
H 1.42 0.24 0.90
```

Per-atom natural (NBO) charges, elementary charge units:
1. H 0.215
2. H 0.235
3. H 0.214
4. H 0.233
5. N -0.470
6. C -0.302
7. H 0.234
8. H 0.220
9. C 0.221
10. H 0.216
11. C -0.255
12. C -0.217
13. H 0.217
14. H 0.230
15. H 0.174
16. H 0.180
17. N -0.204
18. H 0.216
19. C -0.170
20. C 0.292
21. C 0.169
22. O -0.615
23. H 0.219
24. C -0.227
25. C 0.671
26. C 0.335
27. C -0.646
28. H 0.223
29. H 0.195
30. C -0.251
31. C -0.234
32. H 0.217
33. H 0.228
34. C -0.296
35. H 0.215
36. C -0.212
37. H 0.196
38. N -0.277
39. H 0.201
40. C -0.657
41. H 0.207
42. C -0.233
43. C -0.219
44. O -0.492
45. C -0.219
46. C -0.197
47. H 0.237
48. N -0.441
49. C -0.200
50. C -0.400
51. H 0.250
52. C 0.192
53. H 0.175
54. H 0.239
55. H 0.172


Run ii
# C23H26N4O2

An isolated molecule of C23H26N4O2 (ωB97M-V/def2-TZVPD, the Open Molecules 2025 dataset).

Output
- Highest occupied orbital energy: -8.59 eV
- Molar mass: 390.487 u
- Structure (SMILES): CCCNC(=O)C[C@@H]1C(=O)N(Cc2ccccc2)[C@H](C)c2nc3ccccc3n21

Structure (XYZ):
```
55
C23H26N4O2 | the Open Molecules 2025 dataset | ωB97M-V/def2-TZVPD
H -3.85 -1.17 -0.95
H 5.24 -0.87 -4.12
C 3.89 1.15 -1.15
H -0.68 1.85 -0.26
H 6.53 0.98 -3.20
C 0.88 -0.87 -1.04
C -3.34 -3.18 -0.32
C -4.68 -3.37 0.37
H -2.58 -2.92 0.41
H 5.69 2.30 -1.28
H -0.45 -1.34 2.65
H -0.60 2.63 1.32
H -4.61 0.84 1.59
H -4.62 -4.17 1.10
H 0.06 0.72 -2.26
N 0.35 -0.08 1.24
N 3.20 1.70 -0.10
C -2.60 0.29 2.02
H -0.62 1.76 4.33
C 5.58 0.74 -2.76
H -4.66 2.64 3.28
C 4.84 -0.32 -3.28
H 1.23 -1.87 -1.33
C -1.57 -0.50 -1.66
C 3.15 0.07 -1.69
N -2.10 -1.71 -1.87
O -2.19 0.44 -1.19
C -2.65 2.31 3.91
C -0.12 -0.34 -2.11
N 2.01 0.00 -0.93
C 2.10 1.00 -0.01
C 1.00 1.20 0.97
H 1.45 1.54 1.91
H -2.57 -0.50 1.28
C -3.77 2.05 3.14
C -3.42 -2.08 -1.38
C -0.22 -0.27 2.56
H -3.04 -4.11 -0.80
H 0.55 3.10 0.06
C 3.61 -0.68 -2.76
H -1.50 -2.48 -2.13
H -4.98 -2.46 0.89
C -3.74 1.04 2.19
H 0.55 -0.01 3.30
H -2.67 3.10 4.65
H 3.04 -1.50 -3.17
H 0.04 -0.86 -3.06
C -1.50 1.56 3.73
O -0.40 -2.09 0.55
H -4.04 -2.40 -2.22
H -5.46 -3.62 -0.35
C 0.00 2.26 0.49
C 0.20 -1.05 0.33
C 5.12 1.49 -1.69
C -1.46 0.54 2.78
```

Per-atom natural (NBO) charges, elementary charge units:
1. H 0.227
2. H 0.213
3. C 0.073
4. H 0.245
5. H 0.213
6. C -0.107
7. C -0.414
8. C -0.602
9. H 0.233
10. H 0.224
11. H 0.253
12. H 0.227
13. H 0.214
14. H 0.214
15. H 0.246
16. N -0.414
17. N -0.476
18. C -0.141
19. H 0.208
20. C -0.227
21. H 0.214
22. C -0.218
23. H 0.236
24. C 0.688
25. C 0.161
26. N -0.598
27. O -0.638
28. C -0.211
29. C -0.504
30. N -0.397
31. C 0.472
32. C -0.103
33. H 0.232
34. H 0.211
35. C -0.212
36. C -0.225
37. C -0.243
38. H 0.191
39. H 0.223
40. C -0.255
41. H 0.393
42. H 0.203
43. C -0.214
44. H 0.203
45. H 0.213
46. H 0.210
47. H 0.227
48. C -0.214
49. O -0.651
50. H 0.189
51. H 0.199
52. C -0.630
53. C 0.692
54. C -0.197
55. C -0.057


Among the structures shown above, run ii is the most stable, with the second-best lying 47.5 kcal/mol higher.